Entry 1:
ORCA calculation (ωB97M-V with the def2-TZVPD basis set) on C40H38Br4FN4O3S2Y as an isolated structure.

Atoms and positions in Å:
Y: -1.04056 0.90350 -0.42744
N: -0.88010 -0.16709 3.07358
C: -1.80283 0.83165 2.97589
C: -2.36715 1.34552 4.16505
C: -3.27359 2.36894 4.07881
C: -3.63019 2.88104 2.82850
C: -3.03256 2.32744 1.72002
N: -2.13511 1.33216 1.78533
C: -0.35607 -1.07367 2.14394
C: 0.70596 -1.90807 2.54728
C: 0.83824 -3.09909 1.91160
C: -0.31039 -3.59378 1.06406
C: -0.79766 -2.36439 0.29140
N: -0.91076 -1.18803 0.89246
H: -0.60765 -0.38224 4.01594
H: -2.08781 0.92169 5.12162
H: -3.71364 2.77167 4.98337
H: -4.34290 3.68535 2.71847
H: -3.24400 2.69485 0.72089
H: 1.37964 -1.58643 3.33602
H: 1.65635 -3.78370 2.09198
H: -0.83319 -5.46736 0.11557
H: -1.58933 -1.69630 -1.47912
Br: -7.85037 0.65745 -3.02098
C: -6.11693 1.26127 -2.54571
C: -5.73542 2.56516 -2.79393
Br: -6.93515 3.79152 -3.60041
C: -4.43642 2.98271 -2.45373
Br: -3.86053 4.77297 -2.69949
C: -3.50735 2.10972 -1.89719
O: -2.29435 2.44390 -1.55466
C: -3.91404 0.75200 -1.62045
O: -3.04506 -0.00548 -1.02750
C: -5.21137 0.36751 -1.94927
Br: -5.67404 -1.42101 -1.54549
F: 0.00660 0.10335 -2.02155
C: 1.30262 2.10756 -3.76550
S: 0.68478 3.70210 -3.22352
C: -0.63656 3.83827 -4.43602
O: 1.71127 4.71818 -3.61854
H: 1.73025 2.23350 -4.76173
H: 0.49906 1.37212 -3.73925
H: 2.06653 1.80184 -3.05170
H: -1.37731 3.05983 -4.24796
H: -0.21238 3.76476 -5.43850
H: -1.10302 4.81022 -4.28967
N: -1.20655 -2.48112 -0.96838
S: 0.66434 -4.84954 -1.47488
C: 2.15207 -3.88287 -1.49098
C: 3.39622 -4.48077 -1.30098
C: 4.55619 -3.73244 -1.43179
C: 4.48291 -2.38629 -1.76677
C: 3.24550 -1.78680 -1.95213
C: 2.08267 -2.52999 -1.81174
C: 0.11529 -4.94472 0.26901
C: -1.49383 -3.97983 1.93547
C: -1.56212 -5.10288 2.70969
C: -0.66212 -6.17278 2.92044
C: 0.55500 -6.39229 2.24629
C: 0.99785 -5.82670 1.08539
H: -1.12300 -3.36806 -1.43017
H: 3.44544 -5.53747 -1.07431
H: 5.51948 -4.20577 -1.28033
H: 5.38758 -1.79774 -1.86338
H: 3.17396 -0.73027 -2.17854
H: 1.12015 -2.04615 -1.93440
H: -2.34211 -3.30462 1.91626
H: -2.48219 -5.17806 3.29037
H: -0.91572 -6.86050 3.72134
H: 1.23356 -7.10906 2.71175
H: 2.01526 -5.99231 0.75810
C: 1.65176 4.57364 1.61686
C: 1.38451 3.08784 1.46596
C: 1.32909 2.41683 2.82183
C: 0.56045 2.59272 0.33934
C: 2.13153 2.34260 0.31777
C: 2.64020 1.00028 0.59391
C: 3.85656 0.57790 0.14303
C: 4.65772 1.39268 -0.68106
C: 4.16401 2.65493 -1.05852
C: 2.96903 3.12246 -0.58687
H: 0.91024 5.00346 2.29917
H: 1.56731 5.10606 0.67070
H: 2.64372 4.77012 2.03831
H: 0.50128 2.84153 3.40165
H: 2.25518 2.58102 3.38481
H: 1.16111 1.34599 2.74863
H: 0.37050 3.43865 -0.33411
H: 2.03096 0.31259 1.17031
H: 4.18484 -0.42442 0.39372
H: 5.61087 1.03687 -1.05274
H: 4.73184 3.27195 -1.74757
H: 2.61592 4.09021 -0.92298

Computed properties:
Energy above the lowest of the compared OMol25 structures with the same formula, charge and spin ... 50.80 kcal per mole
Max |F| ... 0.00736 Eh/bohr
Total charge ... -2

Atomic partial charges in e from the Löwdin method, atoms 1 to 5: 1.48, 0.13, -0.31, -0.02, -0.09

Entry 2:
ORCA calculation (ωB97M-V with the def2-TZVPD basis set) on an isolated ion of composition C2H5N4 and charge +1.

Atoms and positions in Å:
H: -1.26014 0.48825 3.93758
N: -1.65807 0.32543 2.99837
N: -0.90902 -0.08787 2.17371
C: -0.63667 -0.56360 1.02978
N: -0.10370 0.06271 -0.01375
N: 0.35115 -0.69675 -1.04411
C: 0.83911 -0.13498 -2.05913
H: -0.66753 -1.65434 0.93933
H: -0.03749 1.08623 -0.05021
H: 1.18443 -0.77615 -2.85191
H: 0.93068 0.94316 -2.18448

Computed properties:
Energy above the lowest of the compared OMol25 structures with the same formula, charge and spin ... 71.94 kcal per mole
Max |F| ... 0.04426 Eh/bohr
Total charge ... +1

Atomic partial charges in e from the Löwdin method, atoms 1 to 5: 0.14, 0.27, 0.05, -0.05, 0.02